(1)
Molecular formula: ClN3O13Tl
Method: DFT, ωB97M-V/def2-TZVPD

Properties
Total charge = -1
HOMO = -5.9 eV
ΔE to the lowest compared entry with this formula, charge and spin = 445.7 kJ/mol
Energy = -48276.2363 eV

Positions of all 18 atoms, in Å:
Tl 18.59553 2.79031 -13.56241
N 9.34813 3.44880 -12.70780
O 9.07861 3.71307 -13.87482
O 10.05305 2.54085 -12.46385
O 8.75655 3.99121 -11.72723
N 15.07324 0.40527 -9.46684
O 14.14118 -0.30516 -9.17812
O 14.98644 0.88759 -10.54717
O 15.77322 0.95042 -8.68533
N 19.31842 1.75123 -19.48015
O 19.73650 2.17049 -18.40907
O 19.71735 2.14823 -20.58050
O 18.35129 1.03880 -19.30596
Cl 13.78885 3.53607 -16.72481
O 14.64530 4.15698 -17.58358
O 14.20680 3.61143 -15.39056
O 12.45058 4.06788 -17.03329
O 13.89107 2.19623 -17.21713



(2)
Molecular formula: C2H8NOPS2
Method: DFT, ωB97M-V/def2-TZVPD

Properties
2S+1 = 3
Total charge = 0
HOMO (spin up / spin down) = -5.2 / -8.9 eV
ΔE to the lowest compared entry with this formula, charge and spin = 161.7 kJ/mol
Energy = -36697.4772 eV

Positions of all 15 atoms, in Å:
C -1.83328 0.28679 0.06368
C 1.22600 -1.69806 0.35214
N 1.25019 2.52115 -0.30128
O -0.66150 0.89321 -0.44486
P 0.36658 1.50395 0.69225
S 3.61110 -0.07055 -0.56196
S 2.24236 -0.24804 0.85850
H -1.76353 -0.78614 0.26040
H -2.58122 0.54360 -0.70946
H -2.25166 0.62148 0.92350
H 0.73908 -1.50090 -0.67649
H 0.37801 -1.60096 1.15587
H 1.78132 -2.63020 0.38612
H 1.24097 2.12668 -1.37272
H 2.10655 2.85720 -0.01349



(3)
Molecular formula: C21H22OSi
Method: DFT, ωB97M-V/def2-TZVPD

Properties
Total charge = 0
HOMO = -8.7 eV
SMILES = Cc1ccc([Si](O)(c2ccc(C)cc2)c2ccc(C)cc2)cc1
ΔE to the lowest compared entry with this formula, charge and spin = 66.8 kJ/mol
Energy = -32060.2841 eV

Positions of all 45 atoms, in Å:
O -2.51736 -0.29271 1.31592
C -0.00637 -4.06370 1.35534
C 1.72157 -3.14274 -0.02456
C -1.38628 2.04210 -2.90207
C -1.97871 -0.15842 -3.40848
C 1.93985 1.92400 2.78343
C 0.27442 3.43598 2.02911
C -0.74996 -2.88704 1.32757
C 0.94420 -1.98188 -0.14502
C -0.95867 1.73289 -1.62198
C -1.72478 -0.44631 -2.09303
C 1.34490 0.88612 2.06468
C -0.41329 2.40986 1.38415
C 1.22975 -4.18013 0.76904
C -1.79600 1.14628 -3.87514
C 1.43578 3.18181 2.72270
C -0.24360 -1.82380 0.57911
C -1.26663 0.43503 -1.11489
C 0.09624 1.10120 1.42366
C 2.00356 -5.45767 0.67576
C -2.00717 1.54338 -5.26537
C 2.12378 4.30236 3.52056
Si -0.99557 -0.20170 0.62201
H -3.23430 -0.27066 0.61965
H -0.36868 -4.88169 2.00659
H 2.64939 -3.27667 -0.54785
H -1.27652 3.06187 -3.17021
H -2.31024 -0.91972 -4.12048
H 2.76292 1.69809 3.36931
H -0.08750 4.46299 2.09820
H -1.74760 -2.79442 1.74849
H 1.12514 -1.18877 -0.88503
H -0.42344 2.45415 -1.03852
H -1.91037 -1.38797 -1.66492
H 1.76696 -0.13165 2.11824
H -1.42170 2.49861 0.95025
H 2.39993 -5.58777 -0.30610
H 1.32495 -6.26050 0.92259
H 2.83066 -5.39953 1.45185
H -1.48518 2.49003 -5.42660
H -1.65045 0.69879 -5.92130
H -3.05178 1.65271 -5.45591
H 2.90740 4.59703 2.92302
H 2.59234 3.81687 4.41532
H 1.53845 5.16330 3.79090



(4)
Molecular formula: CH4Cl2OSi
Method: DFT, ωB97M-V/def2-TZVPD

Properties
Total charge = 0
HOMO = -11.1 eV
SMILES = C[Si](=O)Cl.Cl
ΔE to the lowest compared entry with this formula, charge and spin = 306.0 kJ/mol
Energy = -36073.1979 eV

Positions of all 9 atoms, in Å:
C -0.63968 0.91363 -0.61799
O 1.32169 -1.47676 -0.42499
Si -0.04980 -0.90615 -0.69654
Cl 1.41178 0.01337 2.71297
Cl -1.70002 -1.81459 -1.20233
H -0.06668 1.14529 0.30222
H -0.25787 1.65208 -1.23559
H -1.76908 0.99766 -0.56651
H 1.74965 -0.52454 1.72876



(5)
Molecular formula: C53H47CrN8O3S6
Method: DFT, ωB97M-V/def2-TZVPD

Properties
2S+1 = 4
Total charge = +2
HOMO (spin up / spin down) = -11.7 / -11.8 eV
Energy = -167200.0721 eV

Positions of all 118 atoms, in Å:
Cr 0.72224 1.74590 0.71971
C 4.09798 2.00366 -3.30940
N 3.08862 2.96190 -2.93553
C 2.60646 3.92667 -3.79208
C 1.63602 4.56633 -3.13042
N 1.54981 4.02600 -1.85689
C 2.50652 3.02903 -1.75363
S 2.85275 1.90192 -0.49400
C 0.72997 4.51794 -0.77508
C 0.43420 5.85948 -0.67600
C -0.67269 6.16590 0.27083
C -1.09858 5.25128 1.16390
C -0.30536 3.98330 1.28736
N 0.26314 3.57278 0.05386
H 4.84895 1.88395 -2.51174
H 4.65093 2.40642 -4.16242
H 3.59555 1.05308 -3.62001
H 3.03406 4.10569 -4.75869
H 0.98924 5.31550 -3.59286
H 0.74697 6.63801 -1.31680
H -1.15157 7.10507 0.15596
H -1.98474 5.59022 1.78336
H -1.75597 2.55565 0.88582
N 1.28684 0.09173 1.68020
S 0.63485 -1.24824 1.82082
N 0.43628 -2.10740 0.44606
S -0.57958 -2.44921 -0.66276
N -1.15532 -1.36462 -1.62137
S -0.49295 0.06959 -1.85569
N -0.25009 0.89494 -0.69239
C -1.72790 0.77356 -2.99349
C -1.67394 2.12550 -3.07421
C -2.41897 2.70023 -4.11352
C -3.21300 1.89029 -4.97616
C -3.21631 0.52285 -4.78222
C -2.44403 -0.06110 -3.80656
C 0.87167 -0.32526 -2.94622
C 0.87880 -0.09347 -4.33332
C 1.90592 -0.63538 -5.06307
C 2.88957 -1.34747 -4.45131
C 3.00135 -1.36774 -3.08252
C 1.96209 -0.84740 -2.34261
C 0.32723 -3.54281 -1.69832
C -0.07076 -3.63446 -3.02178
C 0.67652 -4.51851 -3.82971
C 1.76411 -5.22598 -3.27652
C 2.07229 -5.06891 -1.95471
C 1.42324 -4.17730 -1.13539
C -2.07235 -3.34402 -0.26758
C -3.28445 -2.86752 -0.79859
C -4.42428 -3.65820 -0.55635
C -4.39558 -4.76203 0.21200
C -3.18726 -5.17261 0.77353
C -2.00550 -4.48713 0.55453
C 1.69539 -2.40609 2.76940
C 2.55432 -1.93581 3.76862
C 3.38867 -2.87786 4.33896
C 3.34531 -4.20518 3.95600
C 2.45235 -4.66420 3.02002
C 1.58201 -3.76741 2.41743
C -0.99747 -1.37880 2.60096
C -1.97154 -0.82844 1.81126
C -3.28878 -0.91209 2.17495
C -3.65504 -1.56348 3.32928
C -2.67026 -2.15574 4.16286
C -1.31719 -2.10703 3.78343
H -1.12632 2.78759 -2.40806
H -2.32990 3.74558 -4.23174
H -3.74195 2.42446 -5.76796
H -3.79240 -0.09901 -5.36980
H -2.38682 -1.13927 -3.79575
H -0.00224 0.34357 -4.75445
H 1.88779 -0.65366 -6.14521
H 3.59637 -1.86532 -5.04033
H 3.90188 -1.85016 -2.62856
H 2.01552 -0.91008 -1.30052
H -0.93468 -3.02246 -3.38679
H 0.40035 -4.69574 -4.83936
H 2.27235 -5.98381 -3.85526
H 2.87979 -5.69086 -1.50108
H 1.78812 -4.02288 -0.12558
H -3.27813 -1.98901 -1.40272
H -5.30777 -3.23708 -1.01974
H -5.27739 -5.33925 0.41893
H -3.14837 -6.13299 1.40807
H -1.04438 -4.73647 0.97382
H 2.44413 -0.90647 4.04463
H 4.07161 -2.59152 5.16860
H 4.04033 -4.93088 4.42954
H 2.44791 -5.70852 2.72501
H 0.85502 -4.10549 1.68081
H -1.63963 -0.31599 0.99052
H -3.98015 -0.48517 1.47358
H -4.70892 -1.62108 3.62769
H -2.98209 -2.59797 5.06835
H -0.59658 -2.57553 4.39019
C 3.86252 1.41846 2.64352
S 2.67023 2.38594 3.49458
O 3.34528 3.58592 3.93780
O 1.64329 2.79200 2.27237
O 1.92839 1.55709 4.34793
H 4.57699 1.94680 2.01855
H 3.31894 0.62937 2.10116
H 4.46523 0.90511 3.36246
S 0.23481 4.37899 4.04874
C 0.79722 4.09271 2.37993
N -1.16117 2.76890 1.65892
C -1.83864 2.89408 2.88326
C -3.15880 2.41626 2.92782
C -3.86837 2.42257 4.10293
C -3.26156 2.86697 5.31242
C -1.98498 3.35718 5.24804
C -1.28690 3.45840 4.04513
H 1.38866 4.92589 2.10189
H -3.58468 2.12940 1.97624
H -4.90965 2.02917 4.11197
H -3.91864 2.98029 6.19565
H -1.60234 3.83843 6.08267



(6)
Molecular formula: C3H13NO2S
Method: DFT, ωB97M-V/def2-TZVPD

Properties
2S+1 = 2
Total charge = +1
HOMO (spin up / spin down) = -14.4 / -13.3 eV
ΔE to the lowest compared entry with this formula, charge and spin = 56.0 kJ/mol
Energy = -19732.6780 eV

Positions of all 20 atoms, in Å:
C 0.42231 1.36776 -2.02168
N 0.97701 0.84308 -0.78383
C 0.07145 -0.00721 -0.03045
C 0.67425 -0.31719 1.33160
S -0.73574 -0.87542 2.30041
H 0.28706 0.58195 -2.75976
H -0.51277 1.92257 -1.89275
H 1.05439 2.13981 -2.45482
H 1.15195 1.63069 -0.14864
H -0.07153 -0.90795 -0.64035
H -0.95524 0.41008 0.08806
H 1.10415 0.58899 1.75699
H 1.39655 -1.13521 1.22095
H -0.31578 -0.47112 3.55237
H -3.44253 1.35449 -0.55727
H -2.94446 2.00135 -1.75316
O -2.85359 1.18106 -1.28672
H 2.24092 -0.65683 -1.23542
H 2.05939 -1.93159 -2.08161
O 2.44990 -1.61452 -1.26467